# 1
The following is a quantum chemistry calculation of a 7-piece molecular cluster, C33H87BF4N5O11 overall, from OMol25.

Last column: Mulliken charge in e.
Cartesian coordinates (Å):
C 0.90 0.94 -2.40  -0.57
C 0.95 1.84 -1.10  0.55
C -0.45 1.94 -0.59  -0.45
O 1.92 1.39 -0.18  -1.11
H 0.63 -0.07 -2.07  -0.22
H 1.85 0.77 -2.90  0.06
H 0.26 1.24 -3.23  0.07
H 1.21 2.81 -1.53  0.30
H -1.27 1.95 -1.30  0.05
H -0.51 2.88 -0.03  0.20
H -0.72 1.11 0.06  -0.28
C -0.50 3.94 2.81  -0.66
O -1.26 3.67 3.97  -0.22
C -1.98 4.84 4.55  -0.56
C -2.78 4.21 5.65  -0.73
N -3.51 2.92 5.33  -0.10
H -2.86 2.18 5.12  0.28
H -3.95 2.43 6.10  0.44
C -4.57 3.03 4.18  -0.69
C -5.42 1.81 3.79  -0.31
O -5.60 0.95 4.91  -0.40
C -5.96 -0.42 4.68  -0.66
H 0.14 4.81 2.97  0.35
H -1.27 4.11 2.05  0.32
H 0.28 3.26 2.46  0.04
H -2.62 5.33 3.81  0.40
H -1.25 5.61 4.76  0.49
H -3.71 4.70 5.94  0.41
H -2.11 3.94 6.47  0.39
H -4.07 3.40 3.29  0.33
H -5.21 3.90 4.35  0.59
H -4.87 1.29 3.00  0.09
H -6.33 2.17 3.32  0.39
H -6.57 -0.72 5.53  0.27
H -5.00 -0.91 4.58  0.23
H -6.57 -0.54 3.78  0.33
C 7.26 -0.33 0.06  -0.70
O 5.84 -0.04 0.08  -0.23
C 5.44 0.95 0.99  0.41
C 5.50 2.46 0.40  -0.86
N 4.50 2.67 -0.81  0.39
H 3.60 2.37 -0.45  -0.10
H 4.45 3.67 -0.89  0.46
C 4.83 2.11 -2.22  -0.01
C 5.92 2.82 -2.97  -0.84
O 7.07 2.96 -2.16  -0.23
C 8.26 3.27 -2.82  -0.88
H 7.45 -1.32 -0.35  0.27
H 7.74 -0.12 1.02  0.35
H 7.69 0.25 -0.75  0.16
H 5.87 0.81 1.98  0.76
H 4.41 0.67 1.18  -0.82
H 6.44 2.99 0.24  0.40
H 5.06 3.15 1.12  0.50
H 3.95 1.89 -2.83  0.14
H 5.24 1.13 -1.97  0.11
H 5.61 3.84 -3.17  0.36
H 6.18 2.38 -3.93  0.52
H 9.27 2.97 -2.54  0.30
H 8.16 4.36 -2.73  0.31
H 8.34 2.97 -3.86  0.35
C 4.04 1.21 4.35  -0.89
O 3.70 0.12 3.51  -0.32
C 2.28 -0.20 3.50  -0.42
C 2.09 -1.39 2.60  -0.45
N 2.54 -1.20 1.20  1.61
H 2.11 -0.40 0.77  -0.69
H 3.51 -0.94 1.13  0.17
C 2.06 -2.25 0.16  0.32
C 3.31 -2.91 -0.56  -1.24
O 4.37 -3.28 0.27  -0.29
C 4.09 -4.40 0.97  -0.68
H 3.64 2.11 3.89  0.34
H 5.11 1.41 4.42  0.27
H 3.74 1.05 5.38  0.37
H 1.70 0.64 3.14  0.05
H 1.87 -0.48 4.47  0.65
H 1.02 -1.60 2.59  0.13
H 2.66 -2.29 2.84  0.45
H 1.60 -1.66 -0.63  -0.42
H 1.40 -3.01 0.59  0.37
H 3.71 -2.27 -1.35  0.40
H 2.98 -3.76 -1.17  0.62
H 5.05 -4.60 1.45  0.26
H 3.82 -5.29 0.41  0.35
H 3.31 -4.23 1.72  0.21
C -1.59 -0.21 2.90  -0.67
O -1.84 -1.46 2.22  -0.56
C -2.30 -1.36 0.91  0.36
C -3.16 -2.57 0.62  -0.38
N -2.52 -3.91 1.21  -0.14
H -1.74 -3.99 0.58  0.16
H -2.03 -3.74 2.08  0.43
C -3.40 -5.18 1.36  -0.63
C -4.06 -5.47 -0.04  -0.41
O -4.86 -4.44 -0.54  -0.35
C -5.22 -4.63 -1.93  -0.60
H -1.03 0.53 2.33  0.28
H -1.14 -0.49 3.85  0.39
H -2.58 0.18 3.17  0.10
H -1.51 -1.37 0.16  -0.25
H -2.97 -0.51 0.79  0.59
H -3.40 -2.77 -0.42  -0.13
H -4.00 -2.53 1.32  0.55
H -4.17 -5.12 2.13  0.32
H -2.62 -5.91 1.59  0.46
H -4.56 -6.42 0.15  0.52
H -3.22 -5.79 -0.66  0.26
H -4.69 -4.08 -2.70  0.02
H -6.28 -4.48 -2.14  0.36
H -4.95 -5.59 -2.38  0.41
C -4.57 0.86 -2.66  -0.54
O -4.16 -0.16 -3.60  -0.42
C -3.43 -1.30 -3.08  0.35
C -2.91 -2.13 -4.28  -1.31
N -1.89 -1.30 -5.04  0.47
H -1.35 -0.57 -4.60  -0.03
H -1.21 -1.95 -5.39  0.48
C -2.28 -0.47 -6.26  -0.58
C -1.63 0.91 -6.41  -0.67
O -1.74 1.62 -5.11  -0.15
C -1.39 2.98 -5.09  -0.92
H -4.98 0.59 -1.69  0.30
H -5.19 1.68 -3.03  0.32
H -3.62 1.36 -2.45  0.03
H -4.12 -2.00 -2.59  0.38
H -2.67 -0.97 -2.37  -0.02
H -3.72 -2.39 -4.96  0.48
H -2.48 -3.07 -3.94  0.22
H -3.35 -0.29 -6.19  0.31
H -2.08 -1.08 -7.14  0.45
H -2.09 1.40 -7.27  0.49
H -0.56 0.78 -6.58  0.34
H -2.00 3.55 -5.79  0.34
H -0.33 3.10 -5.34  0.36
H -1.51 3.39 -4.09  0.23
B -0.41 -3.81 -2.35  -0.33
F 0.79 -4.14 -1.76  -0.18
F -1.56 -4.56 -1.83  -0.21
F -0.50 -2.47 -2.38  0.18
F -0.30 -4.27 -3.66  -0.34

Values from the calculation:
Net charge: +3
F_max, eV/A: 3.38
Calculated total energy, hartree: -2834.23292
Gap between HOMO and LUMO, eV: 7.81

=====

# 2
The following is a quantum chemistry calculation of C22H27ClN6O2 as an isolated structure, from OMol25.

Last column: natural (NBO) charge in e.
Cartesian coordinates (Å):
C 1.61 4.25 4.03  -0.27
H 2.63 4.36 3.97  0.18
O 1.12 3.48 2.78  -0.52
C 1.39 2.20 3.04  -0.11
C 2.86 2.01 2.84  -0.11
N 3.06 0.39 2.85  -0.19
C 2.74 -0.52 1.95  0.39
N 3.05 -1.62 2.07  -0.33
N 3.53 -1.53 3.34  -0.12
N 3.44 -0.35 3.76  -0.05
C 2.34 -0.17 0.33  -0.07
N 0.91 0.19 0.51  -0.49
C 0.07 1.07 -0.48  -0.13
C -1.36 0.71 -0.47  -0.20
N -1.79 -0.46 -0.65  -0.41
C -2.83 -0.97 -1.31  0.18
C -2.94 -2.03 -2.07  -0.29
C -3.89 -2.47 -2.91  -0.20
C -5.01 -1.67 -3.27  -0.25
C -5.02 -0.58 -2.32  -0.28
C -3.95 -0.02 -1.56  0.25
O -3.93 0.86 -0.64  -0.49
C -5.16 1.70 -0.77  -0.32
H -6.05 1.08 -0.32  0.21
H -4.90 2.68 -0.26  0.21
H -5.45 2.24 -1.77  0.21
H -6.02 0.27 -2.34  0.19
H -5.76 -1.98 -3.90  0.22
H -3.79 -3.42 -3.44  0.21
H -2.02 -2.76 -2.08  0.20
C -0.80 -1.60 -0.31  -0.26
C 0.01 -0.90 0.92  -0.26
H 0.62 -1.84 1.33  0.22
H -0.75 -0.62 1.84  0.21
H -1.38 -2.43 0.18  0.22
H -0.12 -2.00 -1.15  0.21
H -1.69 1.33 0.41  0.14
H -1.84 1.20 -1.07  0.22
H 0.50 0.44 -1.51  0.13
H 0.61 1.79 -0.43  0.18
C 2.45 -1.02 -0.63  -0.26
C 3.09 -0.59 -1.80  0.24
C 3.32 -1.16 -2.97  -0.30
C 3.14 -2.48 -2.83  -0.13
C 2.94 -3.09 -1.78  -0.26
C 2.36 -2.30 -0.70  -0.12
H 2.15 -2.76 0.34  0.25
H 2.56 -4.16 -1.60  0.24
H 3.42 -3.15 -3.95  0.18
H 3.69 -0.78 -3.94  0.26
Cl 3.18 1.34 -2.23  -0.19
H 2.61 0.97 0.15  0.26
H 3.43 2.11 3.49  0.17
H 3.17 2.23 2.00  0.19
H 0.97 1.74 4.11  0.16
H 0.81 1.46 2.33  0.25
H 1.30 4.04 4.97  0.19
H 1.34 5.29 3.91  0.20

Values from the calculation:
Net charge: 0
F_max, eV/A: 18.86
Calculated total energy, hartree: -1792.89092
Gap between HOMO and LUMO, eV: 7.69

=====

# 3
The following is a quantum chemistry calculation of C16H24AsN4O6PReS4Sb as an isolated structure, from OMol25.

Last column: natural (NBO) charge in e.
Cartesian coordinates (Å):
Re 0.04 -0.15 -0.07  0.88
O 0.52 0.91 5.81  -0.65
C 0.47 0.48 4.53  0.35
C 1.61 0.33 3.75  -0.29
C 1.47 -0.06 2.43  0.14
N 0.28 -0.32 1.90  -0.49
C -0.83 -0.14 2.62  0.15
C -0.78 0.26 3.95  -0.26
C -2.12 -0.21 1.81  0.74
O -3.20 -0.02 2.35  -0.61
O -1.95 -0.43 0.56  -0.67
C 2.62 -0.05 1.41  0.74
O 3.78 -0.05 1.80  -0.63
O 2.24 -0.03 0.19  -0.70
H 1.44 1.08 6.05  0.48
H 2.60 0.54 4.14  0.24
H -1.70 0.42 4.49  0.26
S -5.27 1.44 -4.18  -0.92
Sb -2.93 1.63 -4.25  0.83
S -2.43 1.32 -1.79  -0.23
S -0.62 0.53 -2.22  0.03
S -2.80 3.97 -4.33  -0.93
C 0.87 -5.14 -1.96  -0.07
N 0.25 -4.18 -2.86  -0.46
C 1.27 -3.64 -3.75  -0.07
N 2.41 -3.07 -3.05  -0.46
C 2.96 -4.05 -2.13  -0.07
N 1.98 -4.59 -1.20  -0.46
C 1.54 -3.60 -0.24  -0.52
P 0.72 -2.14 -1.07  1.02
C -0.44 -3.13 -2.13  -0.52
C 2.04 -1.85 -2.36  -0.54
H 1.26 -5.97 -2.57  0.20
H 0.12 -5.52 -1.27  0.20
H 0.82 -2.87 -4.38  0.21
H 1.63 -4.46 -4.38  0.19
H 3.77 -3.59 -1.57  0.20
H 3.35 -4.89 -2.73  0.19
H 2.40 -3.24 0.34  0.23
H 0.84 -4.07 0.46  0.22
H -0.93 -2.45 -2.83  0.24
H -1.21 -3.57 -1.49  0.23
H 2.91 -1.42 -1.86  0.25
H 1.66 -1.12 -3.07  0.23
C -0.44 3.92 -1.62  -1.00
As -0.98 3.31 0.16  1.97
C -2.87 3.44 0.64  -0.98
C -0.21 4.68 1.33  -0.99
O -0.24 1.95 0.70  -1.20
H -0.21 4.98 -1.56  0.24
H -1.23 3.78 -2.36  0.31
H 0.45 3.36 -1.92  0.25
H -3.37 4.17 0.01  0.26
H -2.91 3.75 1.69  0.23
H -3.36 2.47 0.54  0.28
H -0.70 5.64 1.18  0.23
H 0.86 4.78 1.15  0.24
H -0.35 4.37 2.37  0.23

Values from the calculation:
Net charge: -1
Multiplicity: 2
F_max, eV/A: 3.10
Calculated total energy, hartree: -5783.09185
Gap between HOMO and LUMO (alpha / beta), eV: 3.63 / 3.10

=====

# 4
The following is a quantum chemistry calculation of C20H27N5O2S in the gas phase, from OMol25.

Last column: natural (NBO) charge in e.
Cartesian coordinates (Å):
C -5.74 -3.59 -0.41  -0.63
C -5.03 -2.28 -0.38  0.01
C -3.90 -2.10 0.41  -0.24
C -3.23 -0.89 0.43  -0.13
C -3.68 0.17 -0.35  -0.17
C -2.99 1.49 -0.39  0.67
O -2.94 2.18 -1.39  -0.65
N -2.44 1.89 0.78  -0.60
C -1.65 3.10 0.90  -0.10
C -1.81 3.70 2.29  -0.60
C -0.21 2.77 0.63  0.32
N 0.59 2.21 1.48  -0.29
N 1.78 2.01 0.88  -0.37
C 1.67 2.45 -0.35  0.18
S 2.91 2.44 -1.56  0.28
C 4.33 1.85 -0.58  -0.60
C 4.35 0.32 -0.46  0.66
O 5.08 -0.35 -1.17  -0.64
N 3.53 -0.14 0.49  -0.63
C 3.30 -1.55 0.77  -0.05
C 2.69 -2.31 -0.42  -0.41
C 3.34 -3.68 -0.39  -0.40
C 4.78 -3.35 0.01  -0.41
C 4.60 -2.31 1.12  -0.41
N 0.42 2.94 -0.57  -0.35
C -0.09 3.50 -1.79  -0.43
C -4.79 -0.01 -1.16  -0.15
C -5.46 -1.22 -1.17  -0.22
H -6.79 -3.46 -0.64  0.22
H -5.65 -4.11 0.54  0.22
H -5.30 -4.23 -1.18  0.23
H -3.54 -2.92 1.01  0.21
H -2.34 -0.79 1.03  0.20
H -2.43 1.27 1.58  0.41
H -2.01 3.79 0.13  0.24
H -1.37 3.03 3.03  0.23
H -1.29 4.65 2.35  0.22
H -2.86 3.85 2.51  0.22
H 4.28 2.33 0.39  0.25
H 5.21 2.17 -1.14  0.26
H 2.91 0.54 0.94  0.44
H 2.62 -1.57 1.63  0.20
H 2.96 -1.80 -1.34  0.22
H 1.60 -2.35 -0.36  0.20
H 2.87 -4.31 0.37  0.19
H 3.28 -4.19 -1.35  0.21
H 5.29 -2.89 -0.83  0.22
H 5.34 -4.22 0.35  0.20
H 4.49 -2.79 2.09  0.20
H 5.45 -1.63 1.17  0.22
H 0.53 3.17 -2.62  0.22
H -0.08 4.59 -1.75  0.21
H -1.12 3.15 -1.95  0.27
H -5.12 0.81 -1.78  0.23
H -6.34 -1.34 -1.80  0.21

Values from the calculation:
Net charge: 0
SMILES: Cc1ccc(C(=O)N[C@@H](C)c2nnc(SCC(=O)NC3CCCC3)n2C)cc1
F_max, eV/A: 1.23
Calculated total energy, hartree: -1600.82364
Gap between HOMO and LUMO, eV: 9.17

=====

# 5
The following is a quantum chemistry calculation of C3H7BrN2 in the gas phase, from OMol25.

Last column: natural (NBO) charge in e.
Cartesian coordinates (Å):
C -0.19 -0.75 -0.02  -0.41
C -0.80 0.69 0.03  -0.24
C 1.37 -0.50 -0.01  -0.31
N 0.29 1.56 -0.24  -0.47
N 1.60 0.84 0.48  -0.20
Br 1.39 1.11 2.35  -0.01
H -0.70 -1.23 0.78  0.22
H -0.57 -1.05 -0.90  0.21
H -1.63 0.94 -0.67  0.22
H -1.10 0.80 1.08  0.18
H 2.04 -1.29 0.37  0.23
H 1.59 -0.56 -1.04  0.21
H 0.23 2.46 0.36  0.37

Values from the calculation:
Net charge: 0
Multiplicity: 3
F_max, eV/A: 7.61
Calculated total energy, hartree: -2801.79508
Gap between HOMO and LUMO (alpha / beta), eV: 6.93 / 7.06